(1)
Molecular formula: C32H90O13
Method: DFT, wB97M-V/def2-TZVPD

Geometry as ORCA input:
```
! wB97M-V def2-TZVPD RIJCOSX def2/J DEFGRID3
* xyz 0 1
O -11.25 14.97 5.68
O -5.85 19.22 -2.67
O -8.14 14.10 -3.38
O -2.85 13.31 -1.45
O -3.79 19.32 5.47
O -11.13 15.92 0.44
O -10.71 22.08 1.96
O -4.63 13.66 4.40
O -11.31 12.58 4.61
O -8.17 20.42 -2.28
O -8.27 16.08 1.79
O -6.73 16.55 -3.73
O -7.20 14.74 4.40
C -11.53 12.79 3.25
C -9.90 18.92 -1.91
C -4.81 18.12 3.72
C -10.22 13.24 2.53
C -9.61 21.62 2.71
C -2.41 14.92 -3.19
C -4.60 12.76 3.36
C -9.21 19.79 -2.93
C -7.34 14.07 6.73
C -7.47 16.75 0.86
C -6.87 17.70 -5.76
C -4.93 19.20 -0.47
C -5.00 18.74 5.08
C -11.88 16.18 5.33
C -4.15 15.35 -1.43
C -4.85 19.78 -1.93
C -4.96 13.57 2.10
C -7.19 13.18 -2.92
C -13.40 15.99 5.25
C -5.58 11.56 3.62
C -11.40 15.03 -0.62
C -11.20 16.71 4.08
C -6.42 12.59 -4.08
C -7.35 15.96 -0.48
C -8.10 14.49 5.48
C -10.08 20.90 -3.47
C -3.48 14.30 -2.36
C -6.51 16.33 -5.09
C -9.65 20.09 2.74
C -12.77 14.41 -0.47
C -3.45 19.53 -2.57
C -5.39 17.71 6.15
H -9.89 19.70 1.74
H -5.03 17.87 7.17
H -6.81 17.61 -6.84
H -9.51 22.02 3.72
H -6.58 11.95 3.83
H -13.94 16.90 5.50
H -7.86 18.02 -5.44
H -11.30 15.45 -1.62
H -5.73 19.55 5.09
H -3.39 19.87 -3.60
H -11.66 16.90 6.12
H -3.84 17.68 3.50
H -3.60 12.36 3.24
H -13.83 15.29 5.97
H -13.57 15.15 -0.54
H -10.54 21.49 -2.68
H -8.83 19.24 -3.79
H -11.57 17.70 3.83
H -4.90 12.95 1.21
H -4.94 16.73 6.00
H -5.65 10.86 2.79
H -11.51 22.28 2.45
H -6.22 18.52 -5.45
H -7.16 15.52 -5.42
H -10.42 19.75 3.43
H -10.61 14.28 -0.49
H -7.99 14.12 7.60
H -9.20 18.32 -1.33
H -2.96 15.45 -3.98
H -4.74 18.13 -0.52
H -8.76 22.04 2.18
H -10.13 16.77 4.28
H -8.74 13.69 5.10
H -3.27 18.63 5.88
H -11.05 14.96 6.61
H -4.26 19.72 0.21
H -5.43 16.18 -5.20
H -2.02 13.72 -1.23
H -3.13 18.49 -2.48
H -9.16 15.99 1.45
H -9.92 14.26 2.80
H -7.08 12.34 -4.91
H -4.19 13.82 -3.03
H -10.38 19.56 -1.18
H -4.63 16.00 -2.17
H -5.55 13.90 4.49
H -1.85 14.16 -3.73
H -7.67 15.02 3.61
H -8.66 15.40 5.71
H -12.38 13.46 3.19
H -9.51 21.61 -4.07
H -6.50 13.58 -2.18
H -11.32 16.06 3.21
H -8.55 20.75 -1.46
H -10.63 18.20 -2.28
H -4.98 18.84 2.91
H -9.38 12.58 2.75
H -6.35 17.41 -3.56
H -6.48 17.58 6.17
H -6.64 16.47 -1.13
H -7.73 12.33 -2.50
H -4.99 20.86 -2.01
H -1.79 15.57 -2.57
H -5.94 19.34 -0.07
H -7.07 14.93 -0.27
H -11.87 16.52 0.55
H -8.31 15.98 -0.99
H -11.32 13.43 5.04
H -4.34 14.46 2.00
H -6.90 13.09 6.53
H -12.85 13.88 0.48
H -6.49 17.05 1.24
H -5.88 11.69 -3.79
H -6.00 13.89 2.19
H -6.72 19.53 -2.44
H -6.48 14.68 7.02
H -7.97 17.69 0.66
H -10.87 20.58 -4.14
H -11.87 11.86 2.81
H -4.84 14.93 -0.71
H -5.70 13.33 -4.45
H -12.84 13.78 -1.36
H -5.25 10.98 4.48
H -3.42 15.85 -0.79
H -5.53 17.31 3.57
H -13.69 15.72 4.23
H -7.76 14.97 -3.44
H -8.72 19.61 3.01
H -10.34 13.10 1.46
H -2.73 20.13 -2.02
*
```

Output
frontier orbital gap	9.4	eV

=====

(2)
Molecular formula: C32H91N5O11
Method: DFT, wB97M-V/def2-TZVPD

Geometry as ORCA input:
```
! wB97M-V def2-TZVPD RIJCOSX def2/J DEFGRID3
* xyz 0 1
O 1.25 2.59 -0.38
O -4.06 0.74 -4.17
O 0.51 -3.52 4.21
O 0.33 -0.08 -0.54
O -3.77 -0.46 -1.75
O 4.73 -1.29 0.59
O -3.30 3.91 -0.40
O 1.17 -4.77 0.01
O 4.19 -1.72 -4.20
O 5.89 -0.21 4.77
O 1.84 2.89 4.14
N 1.98 -2.51 1.81
N -1.06 3.43 6.45
N -4.08 6.53 0.27
N 1.93 -0.18 -3.28
N -6.87 0.80 -3.98
C -3.87 7.22 -2.06
C 2.94 -1.69 -4.88
C 5.35 -2.43 0.02
C 0.15 2.72 5.97
C 5.16 -2.48 -1.50
C -4.06 6.04 -1.12
C 3.91 -1.57 5.02
C 1.30 -0.96 0.04
C -4.58 -1.64 -1.72
C -3.80 -2.86 -2.20
C 4.82 -0.83 4.03
C 2.52 4.12 0.96
C -2.38 2.84 -0.47
C -2.79 0.57 -4.78
C 1.76 2.83 0.93
C 0.18 -5.88 4.64
C -0.19 -5.16 -0.25
C -3.05 4.93 -1.35
C 1.85 -1.56 -3.82
C 2.99 2.98 4.94
C -5.81 2.36 -2.46
C 0.90 -1.59 1.37
C 0.69 3.41 4.72
C 0.19 -4.78 3.60
C 0.64 -0.56 2.45
C -0.40 -5.45 -1.71
C -0.89 -0.68 -0.93
C 5.24 -2.29 -4.95
C 0.48 -1.85 -4.37
C -6.07 2.04 -3.94
C -0.19 1.27 5.67
C -4.75 1.88 -4.68
H 5.01 -3.28 -5.36
H 5.50 -1.59 -5.75
H 4.21 -0.11 3.48
H -0.55 -5.72 5.43
H 1.55 -0.05 2.77
H 4.91 -3.36 0.41
H 0.18 -1.03 -5.03
H 5.28 -1.47 3.27
H -0.57 -5.97 0.37
H 0.00 -2.19 1.23
H 2.94 2.36 5.84
H -5.21 3.26 -2.30
H 1.96 -3.26 1.10
H 6.11 -0.82 5.48
H 2.89 -0.85 -5.57
H -2.04 5.26 -1.08
H -0.61 0.69 6.49
H -0.12 3.53 4.00
H -4.01 0.01 -2.59
H -4.96 1.72 -5.75
H 2.87 -2.06 1.59
H 0.87 2.71 6.79
H -0.16 -4.59 -2.34
H 3.06 -2.02 4.51
H -2.12 1.42 -4.63
H -2.72 2.07 -1.18
H 3.84 2.64 4.35
H 1.90 5.02 0.88
H 1.18 -6.07 5.00
H 6.08 -2.41 -4.27
H -0.94 1.19 4.87
H -0.28 -1.99 -3.60
H 3.21 4.16 0.11
H -6.77 0.43 -4.93
H -2.39 -0.35 -4.35
H 0.91 2.80 1.62
H -5.50 -1.53 -2.29
H 3.51 -0.92 5.80
H -3.62 -2.89 -3.27
H -6.75 2.54 -1.94
H 0.89 1.70 -0.50
H 0.44 -2.75 -5.00
H -5.30 1.55 -1.93
H -2.87 -2.99 -1.65
H -0.80 -4.29 0.02
H 3.22 4.03 5.19
H 0.17 -6.31 -2.11
H -6.32 0.08 -3.51
H -0.74 -4.67 3.03
H 2.37 1.98 1.26
H 0.00 0.26 2.11
H 0.89 4.45 5.04
H 4.11 -2.71 -1.68
H -4.19 5.69 0.85
H 5.50 -1.58 -2.01
H 0.68 0.70 5.32
H 2.82 -2.63 -5.44
H -0.16 -6.79 4.13
H -0.77 -1.64 -1.43
H -3.75 6.92 -3.11
H 1.00 -5.00 2.89
H -5.08 5.65 -1.31
H 4.48 -2.32 5.58
H 1.56 -1.71 -0.71
H -1.27 -0.04 -1.73
H 5.41 -0.78 1.04
H 6.40 -2.49 0.32
H -4.36 -3.77 -1.96
H -2.92 0.35 -5.84
H 1.05 -3.02 3.57
H 5.74 -3.29 -1.95
H 3.08 4.20 1.89
H 0.14 -1.03 3.29
H -3.10 6.76 0.47
H 1.70 -5.51 -0.31
H -4.82 -1.83 -0.67
H 2.20 -0.35 0.15
H -2.29 2.28 0.47
H -4.76 7.84 -1.96
H -6.60 2.90 -4.35
H -1.44 -5.74 -1.89
H 2.90 -0.08 -2.97
H 2.20 -2.29 -3.07
H -1.58 2.77 7.01
H 1.42 -0.16 -2.39
H -4.10 2.76 -4.56
H -3.10 4.58 -2.39
H -1.41 3.22 -0.78
H -1.60 3.63 5.61
H -1.60 -0.76 -0.11
H -2.99 7.81 -1.81
*
```

Output
frontier orbital gap	9.6	eV
SMILES string	COC[C@H](C)N.COC[C@H](C)N.COC[C@H](C)N.COC[C@H](C)N.COC[C@H](C)N.CCO.CCO.CCO.CCO.CCO.CCO

=====

(3)
Molecular formula: C32H91N7O12
Method: DFT, wB97M-V/def2-TZVPD

Geometry as ORCA input:
```
! wB97M-V def2-TZVPD RIJCOSX def2/J DEFGRID3
* xyz 0 1
O 4.94 2.41 -4.28
O -2.47 -3.16 0.32
O 0.89 -4.75 -0.94
O -1.38 0.04 1.23
O 2.45 -3.80 1.62
O -4.06 -2.08 2.96
O -2.48 -2.83 -4.16
O 1.07 0.42 2.77
O 1.33 -1.49 -2.38
O -5.98 2.73 1.68
O 0.73 0.59 -0.70
O 5.87 2.92 0.12
N -4.45 -4.87 3.39
N 3.07 5.10 -1.26
N 3.39 -0.03 -3.46
N -2.37 2.57 2.29
N -1.20 0.47 -5.06
N 0.89 2.78 1.13
N -0.72 -4.63 1.75
C -4.60 2.48 1.45
C -4.01 -0.74 3.30
C -0.12 -1.79 -5.37
C 6.81 2.88 -0.87
C 0.09 -3.54 2.30
C -3.70 2.91 2.64
C -2.14 -1.47 -3.86
C 0.85 4.15 3.12
C 4.35 1.58 -5.22
C 3.11 0.90 -4.56
C 4.85 5.79 0.22
C 5.97 3.23 -4.80
C -6.76 -4.70 2.69
C 1.78 -2.73 -1.86
C 4.46 4.77 -0.78
C 2.41 0.10 2.36
C -0.64 0.53 -1.04
C -1.39 -0.42 -0.11
C 1.25 2.84 2.54
C -3.81 4.41 2.89
C -0.67 -2.92 3.53
C -5.37 -4.14 2.59
C -6.57 1.75 2.46
C 4.56 3.37 -0.27
C 3.76 -3.82 2.06
C 0.85 1.64 3.39
C -2.95 -3.43 -2.97
C 0.57 -3.59 -1.64
C -1.47 -1.03 -5.13
C 2.24 1.97 -3.97
C -5.30 -2.68 3.10
C 1.54 -3.88 2.68
H -1.69 2.80 2.99
H 5.03 0.83 -5.63
H 2.15 2.73 -4.73
H -4.98 -4.17 1.51
H -4.31 -0.62 4.34
H 2.67 2.53 -3.11
H 5.05 6.72 -0.36
H 3.95 3.32 0.64
H 1.44 1.64 4.31
H -4.73 -0.11 2.62
H -0.85 -5.32 2.45
H 1.06 -0.24 -1.02
H -4.29 -5.82 3.10
H 5.66 3.71 -5.77
H 0.23 -1.48 -6.40
H 1.04 4.15 4.22
H 3.15 0.59 3.00
H 2.37 4.44 -0.83
H -1.58 -1.34 -2.92
H 2.59 0.36 -5.31
H -0.36 -2.86 -5.30
H 4.07 2.73 -1.00
H 1.24 1.57 -3.71
H -2.16 -1.20 -5.95
H -2.02 0.99 -5.42
H 1.54 -4.92 3.11
H 5.87 5.53 0.65
H -4.43 1.45 1.16
H -3.56 -4.44 3.32
H -0.53 0.01 1.64
H 2.57 0.63 1.31
H -0.45 -3.47 4.43
H -7.03 -4.92 3.74
H -0.28 -5.10 0.97
H -6.84 -5.65 2.09
H 4.15 5.88 1.03
H -1.13 1.53 -0.83
H -1.17 -1.46 -0.12
H -0.55 0.66 -5.84
H -4.04 2.44 3.59
H 2.51 -0.97 2.32
H -3.07 -0.30 3.13
H 3.99 -3.02 2.81
H -0.21 1.62 3.57
H 6.84 2.52 -4.99
H 5.12 4.85 -1.62
H 3.82 0.37 -2.66
H 0.10 -3.77 -2.62
H -7.55 -4.02 2.46
H 4.08 -4.73 2.57
H -6.45 0.66 2.15
H 2.45 -3.18 -2.59
H -0.17 -2.93 -1.18
H -0.35 -1.92 3.67
H 1.87 -3.13 3.40
H 2.38 2.91 2.62
H 0.63 -1.50 -4.72
H -2.33 1.61 1.97
H -3.03 4.76 3.56
H 2.28 -2.47 -0.94
H -7.60 2.04 2.50
H 3.00 4.89 -2.25
H -5.62 -2.76 4.15
H -2.66 -4.51 -3.12
H 1.41 4.96 2.75
H -4.72 4.73 3.39
H 4.39 -3.66 1.18
H 4.06 -0.82 -3.70
H 0.28 -2.76 1.55
H 7.79 2.55 -0.42
H 2.01 -1.06 -2.89
H 6.98 3.79 -1.50
H -6.11 -2.02 2.61
H -1.78 -2.91 3.43
H -4.29 3.13 0.61
H -3.06 -2.64 0.88
H -4.02 -3.33 -2.92
H -6.25 1.82 3.48
H 1.58 -4.44 -0.34
H -3.66 5.03 2.00
H 6.71 2.04 -1.55
H 6.39 4.00 -4.07
H -2.45 -0.36 -0.38
H -1.95 -3.73 0.94
H -2.48 -3.07 -2.09
H -0.65 0.28 -2.09
H 0.95 1.81 0.74
H -3.07 -0.87 -3.74
H -0.26 4.35 3.00
H -0.14 3.00 1.05
H 3.96 2.19 -6.00
*
```

Output
frontier orbital gap	9.1	eV
SMILES string	COC[C@H](C)N.COC[C@H](C)N.COC[C@H](C)N.COC[C@H](C)N.COC[C@H](C)N.COC[C@H](C)N.COC[C@H](C)N.OCCO.OCCO.O

=====

Which E_tot belongs to each record? In order, -61258.2367; -64628.9947; -69654.7313 eV.
Which HOMO belongs to each record? In order, -9.143; -9.295; -8.729 eV.
Which LUMO level belongs to each record? In order, 0.2; 0.3; 0.4 eV.